[1]
# C6H12O

2 unconnected molecules or ions with the total composition C6H12O (the ωB97M-V functional and the def2-TZVPD basis, the OMol25 dataset).

```
19
C6H12O (the ωB97M-V functional and the def2-TZVPD basis)
C -1.1301 -1.6429 -0.5400
C -0.9760 -0.1602 -0.4215
C -1.1181 0.5168 0.9099
C -0.6517 1.8089 1.1202
O 1.1463 1.7045 -0.3595
C 1.3768 0.5952 -0.8425
C 2.0351 -0.4916 -0.0383
H -2.0688 -1.9720 -0.9969
H -0.3046 -2.0027 -1.1691
H -1.0156 -2.1405 0.4319
H -1.1797 0.4675 -1.2842
H -1.1889 -0.1446 1.7785
H -2.1886 0.4911 0.4271
H -0.2805 2.1069 2.0928
H -0.6895 2.5455 0.3355
H 1.5578 0.5150 -1.9392
H 1.5377 -0.6047 0.9290
H 2.0784 -1.4488 -0.5699
H 3.0602 -0.1434 0.1361
```

Summary:
Total charge: 0
Orbital gap (alpha / beta): 0.284 / 0.276 Eh
Maximum force: 0.01830 hartree/bohr
HOMO (alpha / beta): -6.848 / -6.925 eV
Electronic energy: -310.86348 a.u.



[2]
# C6H12O

2 unconnected molecules or ions with the total composition C6H12O in a non-equilibrium geometry (the ωB97M-V functional and the def2-TZVPD basis, the OMol25 dataset).

```
19
C6H12O (the ωB97M-V functional and the def2-TZVPD basis)
C 1.2835 1.1789 0.6014
C 0.8085 0.4051 -0.3423
C 0.5626 0.7733 -1.7313
C 0.3325 -0.8913 0.0336
C 1.2223 -1.6574 0.6652
C -1.0230 -1.3277 -0.4983
H 1.2362 0.8530 1.6087
H 1.6387 2.1498 0.3613
H -0.4718 1.0260 -1.7046
H 1.0250 0.0477 -2.4681
H 1.1519 1.6440 -1.9414
H 1.0994 -2.7518 0.8461
H 2.1767 -1.3561 1.0748
H -1.0553 -1.8872 -1.3812
H -1.7024 -0.5110 -0.7225
H -1.4948 -1.9019 0.3577
O -2.4183 1.4356 1.4047
H -1.8101 2.0742 1.9061
H -2.5616 0.6968 1.9302
```

Summary:
Total charge: 0
Orbital gap: 0.347 Eh
Maximum force: 0.07943 hartree/bohr
SMILES: C=C(C)C(=C)C.O
HOMO: -8.652 eV
Electronic energy: -310.97342 a.u.



[3]
# C6H12O

2 unconnected molecules or ions with the total composition C6H12O in a non-equilibrium geometry (the ωB97M-V functional and the def2-TZVPD basis, the OMol25 dataset).

```
19
C6H12O (the ωB97M-V functional and the def2-TZVPD basis)
C 1.1319 0.5445 1.3113
C 1.4731 -0.3899 2.1893
C 0.1038 -1.0797 -0.4466
C 0.4795 0.1526 0.0052
C 0.1064 1.3384 -0.9003
C -0.5421 -1.3170 -1.8548
H 1.2932 1.5615 1.5150
H 1.5915 -1.3046 1.7560
H 1.1304 -0.2224 3.1945
H 0.6786 -1.9860 -0.1708
H 0.6664 1.3108 -1.7518
H 0.3430 2.1812 -0.3088
H -0.8682 1.3639 -1.3217
H -0.5517 -2.4080 -1.9508
H 0.2436 -0.9668 -2.4933
H -1.4216 -0.6856 -1.7902
H -2.0405 1.2653 0.5707
H -1.5299 0.2038 1.4990
O -2.2873 0.4381 0.9480
```

Summary:
Multiplicity: 2
Total charge: +1
Orbital gap (alpha / beta): 0.337 / 0.275 Eh
Maximum force: 0.08279 hartree/bohr
HOMO (alpha / beta): -14.742 / -15.306 eV
Electronic energy: -310.63064 a.u.



[4]
# C6H12O2

2 unconnected molecules or ions with the total composition C6H12O2 in a non-equilibrium geometry (the ωB97M-V functional and the def2-TZVPD basis, the OMol25 dataset).

```
20
C6H12O2 (the ωB97M-V functional and the def2-TZVPD basis)
C 1.6301 0.8594 -1.6678
C 0.8579 0.8879 -0.3680
C 1.3306 1.6443 0.6837
C -2.3795 -0.9933 0.5754
O -3.5416 -0.2756 0.0985
C -1.1643 -0.1818 0.7652
C -0.2686 0.0527 -0.2885
H 2.4769 1.5444 -1.6324
H 0.9889 1.1168 -2.5249
H 1.9987 -0.1533 -1.9075
H 2.2387 2.2237 0.6374
H 0.7891 1.6608 1.6150
H -2.6946 -1.4507 1.5168
H -2.1722 -1.8079 -0.1272
H -3.2136 0.2756 -0.6215
H -0.9941 0.2822 1.7241
H -0.5212 -0.5487 -1.1735
H 0.7943 -1.6296 0.7131
H 2.2791 -1.4642 0.8319
O 1.5655 -2.0429 1.1503
```

Summary:
Multiplicity: 2
Total charge: -1
Orbital gap (alpha / beta): 0.169 / 0.262 Eh
Maximum force: 0.02223 hartree/bohr
HOMO (alpha / beta): -0.656 / -3.246 eV
Electronic energy: -386.24483 a.u.



[5]
# C6H12O2

C6H12O2 in the gas phase in a non-equilibrium geometry (the ωB97M-V functional and the def2-TZVPD basis, the OMol25 dataset).

```
20
C6H12O2 (the ωB97M-V functional and the def2-TZVPD basis)
C 1.5842 -1.5123 -0.8065
O 1.3617 -0.7259 0.3606
C 0.6307 0.4454 0.1732
C 1.4188 1.6800 0.5143
C -0.6808 0.4001 -0.1618
C -1.5832 1.5174 -0.5224
O -1.3711 -0.7846 -0.3476
C -1.4263 -1.6198 0.8042
H 2.3302 -2.2877 -0.5500
H 2.0142 -0.8630 -1.5584
H 0.6711 -1.9905 -1.1543
H 2.2777 1.8611 -0.1485
H 0.7599 2.5657 0.5268
H 1.8433 1.5882 1.5017
H -2.0013 1.2998 -1.5392
H -1.0144 2.4585 -0.5536
H -2.4257 1.5534 0.1567
H -1.7876 -1.0844 1.7304
H -2.1347 -2.4100 0.5514
H -0.4665 -2.0913 1.0228
```

Summary:
Total charge: 0
Orbital gap: 0.343 Eh
Maximum force: 0.02342 hartree/bohr
SMILES: CO/C(C)=C(/C)OC
HOMO: -8.347 eV
Electronic energy: -386.23278 a.u.



[6]
# C6H12O2

C6H12O2 in the gas phase in a non-equilibrium geometry (the ωB97M-V functional and the def2-TZVPD basis, the OMol25 dataset).

```
20
C6H12O2 (the ωB97M-V functional and the def2-TZVPD basis)
C -1.2215 2.0584 0.6312
C -1.5382 0.7180 0.0578
O -2.9289 0.5303 -0.3245
C -0.7887 -0.3123 -0.3061
C 0.7550 -0.4993 -0.1039
C 1.3528 -0.9021 -1.4537
C 1.0069 -1.5863 0.9419
O 1.3982 0.6795 0.3471
H -1.5628 2.8411 -0.0542
H -0.1627 2.2350 0.8107
H -1.7468 2.1884 1.5829
H -3.4490 1.2685 0.0355
H -1.2703 -1.2122 -0.6845
H 1.2185 -0.1037 -2.1929
H 2.4339 -1.0633 -1.3674
H 0.9044 -1.8210 -1.8454
H 2.0814 -1.7655 1.0681
H 0.5371 -2.5362 0.6670
H 0.6221 -1.2817 1.9218
H 2.3585 0.5643 0.2685
```

Summary:
Total charge: 0
Orbital gap: 0.345 Eh
Maximum force: 0.04447 hartree/bohr
SMILES: C/C(O)=C\C(C)(C)O
HOMO: -8.601 eV
Electronic energy: -386.26725 a.u.



[7]
# C6H12O2

C6H12O2 in the gas phase in a non-equilibrium geometry (the ωB97M-V functional and the def2-TZVPD basis, the OMol25 dataset).

```
20
C6H12O2 (the ωB97M-V functional and the def2-TZVPD basis)
C -0.9593 0.3372 -1.2947
C -0.4451 -0.4341 -0.0792
C -1.2102 -0.0741 1.1945
C -0.5872 -1.9344 -0.3463
O -0.4076 -2.4699 -1.4431
C 1.0986 -0.4182 0.0879
C 1.6918 1.0129 0.4545
O 0.8190 2.1099 0.3790
H -0.2718 0.2524 -2.1435
H -1.0962 1.4002 -1.0793
H -1.9219 -0.0695 -1.6264
H -0.8051 -0.5991 2.0669
H -2.2615 -0.3723 1.1043
H -1.1735 0.9979 1.4077
H -0.9334 -2.5300 0.5164
H 1.6034 -0.7177 -0.8393
H 1.4278 -1.0726 0.9060
H 2.0717 0.9636 1.4787
H 2.5479 1.1911 -0.2043
H 0.8126 2.4267 -0.5398
```

Summary:
Total charge: 0
Orbital gap: 0.374 Eh
Maximum force: 0.04786 hartree/bohr
SMILES: CC(C)(C=O)CCO
HOMO: -9.522 eV
Electronic energy: -386.26280 a.u.



[8]
# C6H12O2

A molecular structure, C6H12O2 in a non-equilibrium geometry (the ωB97M-V functional and the def2-TZVPD basis, the OMol25 dataset).

```
20
C6H12O2 (the ωB97M-V functional and the def2-TZVPD basis)
C -2.1108 -0.8571 -0.6265
C -1.3826 0.0872 0.2665
C -1.7788 0.5637 1.4460
O -0.3573 0.8522 -0.4510
H -0.3241 1.7589 -0.1081
H -2.7907 -1.4684 -0.0367
H -1.4096 -1.5175 -1.1297
H -2.6783 -0.3005 -1.3748
H -2.5857 0.0799 1.9718
H -1.2021 1.2946 1.9938
C 1.8616 -0.2745 -1.4322
C 1.3028 0.1639 -0.1195
C 1.9415 0.9219 0.7756
O 0.4894 -1.3174 0.4406
H 0.5598 -1.3089 1.4021
H 2.9485 -0.2939 -1.3829
H 1.5066 -1.2604 -1.7173
H 1.5712 0.4174 -2.2258
H 1.4752 1.2374 1.6974
H 2.9633 1.2216 0.6107
```

Summary:
Total charge: 0
Orbital gap: 0.311 Eh
Maximum force: 0.07375 hartree/bohr
HOMO: -7.787 eV
Electronic energy: -386.12507 a.u.



[9]
# C6H12O2

C6H12O2 in the gas phase in a non-equilibrium geometry (the ωB97M-V functional and the def2-TZVPD basis, the OMol25 dataset).

```
20
C6H12O2 (the ωB97M-V functional and the def2-TZVPD basis)
C -2.4765 -0.5688 0.3036
C -0.8030 -0.8515 0.5596
C -0.0802 0.2070 -0.1734
C -0.1830 0.1950 -1.6830
O -0.3211 1.4969 0.2817
C 1.5882 -0.3237 0.2080
C 2.5956 0.7031 0.6761
O 1.9448 -1.4386 -0.0818
H -2.7763 -1.2670 -0.4737
H -2.7557 0.4341 -0.0102
H -3.0261 -0.7807 1.2175
H -0.5962 -1.8439 0.1733
H -0.6516 -0.7916 1.6364
H 0.1854 1.1218 -2.1158
H 0.4173 -0.6048 -2.1138
H -1.1990 0.0181 -2.0237
H -0.4329 1.4879 1.2400
H 2.1426 1.6849 0.7931
H 3.4164 0.7478 -0.0421
H 3.0112 0.3741 1.6284
```

Summary:
Total charge: 0
Orbital gap: 0.341 Eh
Maximum force: 0.09219 hartree/bohr
SMILES: CC[C@@](C)(O)C(C)=O
HOMO: -8.546 eV
Electronic energy: -386.25411 a.u.



[10]
# C6H12O2

2 unconnected molecules or ions with the total composition C6H12O2 in a non-equilibrium geometry (the ωB97M-V functional and the def2-TZVPD basis, the OMol25 dataset).

```
20
C6H12O2 (the ωB97M-V functional and the def2-TZVPD basis)
C 0.7860 0.9318 1.1995
C -2.2641 0.2645 -0.7928
C -1.4887 0.6322 0.4327
C -2.0175 0.9915 1.5998
O -0.1397 0.5766 0.1735
H 1.7786 0.7816 0.7797
H 0.6507 1.9789 1.4815
H 0.6659 0.2954 2.0798
H -2.0391 -0.7606 -1.0949
H -3.3339 0.3448 -0.6138
H -1.9948 0.9103 -1.6314
H -1.4304 1.3017 2.4492
H -3.0899 1.0511 1.6986
C 1.8967 -1.9308 -0.9232
C 3.0884 -1.4924 -0.7914
O 1.1212 -0.7030 -1.8965
H 0.5602 -0.1767 -1.2828
H 1.1530 -2.6917 -0.7823
H 2.1538 -0.3691 -1.7741
H 3.9438 -1.9360 -0.3111
```

Summary:
Total charge: 0
Orbital gap: 0.339 Eh
Maximum force: 0.03532 hartree/bohr
HOMO: -8.360 eV
Electronic energy: -386.10921 a.u.



Record-wise energy relative to the best compared isomer or geometry (same formula, charge and spin) values, in kJ/mol: 514.0 225.4 227.5 0.0 229.4 138.9 150.6 512.2 173.4 553.8